1.
C4H4BrIO as an isolated structure. Source: OMol25; level of theory: wB97M-V/def2-TZVPD.

Summary:
DFT total energy in eV: -84398.12867
Molar mass in g mol⁻¹: 274.883
HOMO energy (alpha / beta) in eV: -7.31 / -7.93
F_max in eV/Å: 4.65
Orbital gap (alpha / beta) in eV: 6.10 / 7.29
LUMO level (alpha / beta) in eV: -1.212 / -0.634

Structure (ORCA input):
```
! wB97M-V def2-TZVPD RIJCOSX def2/J DEFGRID3
* xyz 0 1
C -1.298 0.263 1.046
C -1.081 -0.666 0.060
C -0.195 -1.656 -0.017
C 1.294 0.637 -1.038
O 0.619 -2.503 0.007
Br 0.462 2.025 -0.051
I 3.158 0.036 -0.039
H -2.151 1.096 0.940
H -0.852 0.182 2.081
H -1.689 -0.376 -0.931
H 1.732 0.961 -2.058
*
```


2.
C3H3I3O as an isolated structure. Source: OMol25; level of theory: wB97M-V/def2-TZVPD.

Summary:
DFT total energy in eV: -29505.66800
Molar mass in g mol⁻¹: 435.768
Relative energy (zero: lowest compared OMol25 entry of this formula, charge and spin) in kJ/mol: 213.8
HOMO energy in eV: -9.22
F_max in eV/Å: 4.51
Orbital gap in eV: 7.82
LUMO level in eV: -1.397

Structure (ORCA input):
```
! wB97M-V def2-TZVPD RIJCOSX def2/J DEFGRID3
* xyz 0 1
C 1.206 -1.110 0.236
C 0.436 -0.557 -0.653
C -0.574 1.019 -0.193
O -0.838 1.020 1.117
I 0.680 2.728 -0.498
I -2.334 0.992 -1.451
I -1.879 -0.521 1.878
H 1.735 -2.023 0.001
H 1.341 -0.721 1.231
H 0.227 -0.825 -1.669
*
```


3.
C44H40F3N5O4P2S2Tl as an isolated structure. Source: OMol25; level of theory: wB97M-V/def2-TZVPD.

Summary:
DFT total energy in eV: -115003.31942
Molar mass in g mol⁻¹: 1090.294
Relative energy (zero: lowest compared OMol25 entry of this formula, charge and spin) in kJ/mol: 0.0
HOMO energy in eV: -9.52
F_max in eV/Å: 0.90
Orbital gap in eV: 5.76
LUMO level in eV: -3.762

Structure (ORCA input):
```
! wB97M-V def2-TZVPD RIJCOSX def2/J DEFGRID3
* xyz 1 1
Tl 0.806 -0.290 0.805
C 0.816 -2.874 -4.398
C 0.648 -1.579 -3.933
C 1.033 -1.243 -2.645
C 1.615 -2.194 -1.805
C 1.760 -3.503 -2.271
C 1.362 -3.835 -3.557
N 2.008 -1.816 -0.510
C 3.229 -2.040 -0.028
C 4.326 -2.515 -0.814
C 5.544 -2.764 -0.257
C 5.788 -2.570 1.128
C 4.792 -2.082 1.911
C 3.526 -1.770 1.353
N 2.524 -1.228 2.080
N 2.524 -1.189 3.325
C 1.325 -0.766 3.917
C 1.331 -0.561 5.288
C 0.155 -0.184 5.904
C -0.994 -0.046 5.141
C -0.918 -0.293 3.785
N 0.214 -0.662 3.184
H 0.514 -3.139 -5.404
H 0.221 -0.822 -4.582
H 0.941 -0.224 -2.284
H 2.177 -4.257 -1.614
H 1.479 -4.855 -3.901
H 4.170 -2.660 -1.874
H 6.353 -3.110 -0.889
H 6.762 -2.792 1.541
H 4.935 -1.888 2.966
H 2.261 -0.682 5.826
H 0.136 0.015 6.968
H -1.932 0.264 5.580
H -1.795 -0.211 3.155
N -2.142 0.265 -0.971
P -1.805 -1.066 0.018
C -3.303 -1.298 1.028
C -4.521 -0.754 0.628
C -5.661 -0.992 1.382
C -5.589 -1.771 2.530
C -4.378 -2.322 2.923
C -3.235 -2.086 2.175
C -1.845 -2.571 -0.990
C -2.336 -2.628 -2.288
C -2.398 -3.846 -2.947
C -1.974 -5.005 -2.317
C -1.472 -4.950 -1.025
C -1.399 -3.736 -0.365
P -0.902 1.500 -0.963
C -1.202 2.305 -2.570
C -0.138 2.483 -3.448
C -0.340 3.117 -4.668
C -1.608 3.555 -5.014
C -2.678 3.369 -4.142
C -2.478 2.753 -2.920
C -1.666 2.744 0.143
C -2.658 2.329 1.155
C -3.235 3.398 2.042
C -2.794 4.778 1.814
C -1.783 5.042 0.975
C -1.196 4.005 0.152
H -2.458 0.025 -1.905
H -4.583 -0.154 -0.271
H -6.607 -0.570 1.071
H -6.482 -1.952 3.115
H -4.323 -2.935 3.813
H -2.289 -2.516 2.484
H -2.679 -1.737 -2.801
H -2.774 -3.884 -3.962
H -2.029 -5.953 -2.837
H -1.132 -5.853 -0.532
H -0.992 -3.690 0.641
H 0.848 2.124 -3.168
H 0.489 3.266 -5.348
H -1.768 4.045 -5.966
H -3.664 3.721 -4.418
H -3.303 2.635 -2.227
H -3.260 1.460 0.935
H -4.227 3.252 2.454
H -3.333 5.574 2.312
H -1.448 6.061 0.829
H -0.414 4.292 -0.546
C 3.447 3.209 -1.354
S 3.397 1.792 -0.253
C 4.899 0.999 -0.852
O 2.267 0.932 -0.804
H 4.327 3.803 -1.107
H 2.550 3.798 -1.167
H 3.478 2.859 -2.385
H 5.739 1.681 -0.712
H 4.770 0.736 -1.901
H 5.055 0.099 -0.256
F 2.708 4.264 1.512
C 2.515 3.643 2.707
F 3.501 2.762 2.887
F 2.616 4.568 3.656
S 0.781 2.863 2.739
O -2.289 2.444 2.525
O 0.799 2.246 4.062
O 0.969 1.832 1.601
*
```


4.
C4H5NO2 as an isolated structure. Source: OMol25; level of theory: wB97M-V/def2-TZVPD.

Summary:
DFT total energy in eV: -9810.06630
Molar mass in g mol⁻¹: 99.089
Relative energy (zero: lowest compared OMol25 entry of this formula, charge and spin) in kJ/mol: 409.9
HOMO energy in eV: -9.85
F_max in eV/Å: 2.74
Orbital gap in eV: 10.22
LUMO level in eV: 0.367

Structure (ORCA input):
```
! wB97M-V def2-TZVPD RIJCOSX def2/J DEFGRID3
* xyz 0 1
O -2.537 0.717 0.598
C -1.897 -0.133 0.024
C -0.451 0.044 -0.356
C 0.441 0.903 0.475
N 1.692 0.340 -0.162
C 1.433 -0.937 -0.247
O 0.154 -1.255 -0.266
H -2.320 -1.140 -0.183
H 0.594 0.488 -1.228
H 0.345 1.962 0.234
H 0.415 0.752 1.562
H 2.132 -1.740 -0.450
*
```


Which value of molar mass does entry 2 give? 435.768 g mol⁻¹


Which of these has the lowest F_max? C44H40F3N5O4P2S2Tl